The following is a DFT calculation (ωB97M-V/def2-TZVPD) of a molecular structure, CH4INS in a non-equilibrium geometry.

The calculation puts the LUMO energy at -0.55 eV. Its calculated total energy is -21524.5036 eV. The value obtained for the strongest force on any atom is 5.94 eV/Å. The value obtained for the frontier orbital gap is 8.1 eV.

Structure (ORCA input):
```
! wB97M-V def2-TZVPD RIJCOSX def2/J DEFGRID3
* xyz 0 1
C 0.83095 0.93103 0.16514
N -0.50567 -0.34248 -0.41102
S -0.22293 -1.77431 0.20819
I -2.37170 0.58076 0.14801
H 1.36112 0.22781 0.79449
H 1.24388 1.22142 -0.77893
H 0.14661 1.52883 0.78513
H -0.48227 -2.37306 -0.91101
*
```